# 1
Entry from the Open Molecules 2025 dataset: a cluster of 10 separate species, H21O10 in total in a non-equilibrium geometry (ωB97M-V with the def2-TZVPD basis set).

The molecular weight comes out at 181.158 g/mol. The HOMO energy is -13.717 eV. The total charge is +1.

```
31
Properties=species:S:1:pos:R:3:forces:R:3:mulliken_charge:R:1
O 3.341 -0.269 -1.017 0.50 1.21 2.29 -0.616
H 3.212 -0.830 -1.743 0.00 -1.14 -1.80 0.309
H 1.817 -0.330 -0.151 -0.12 0.02 -1.22 0.515
O 0.915 -0.633 -0.482 -0.43 -1.47 1.81 -0.484
H -0.995 1.779 -0.284 -0.27 0.53 -0.71 0.288
H 0.816 -3.633 1.866 0.24 -0.16 -0.18 0.311
O 0.673 -2.913 2.479 -0.80 -0.08 0.30 -0.600
H 4.153 -0.532 -0.570 0.07 -0.07 -0.22 0.297
H 1.239 -2.196 2.222 0.62 0.31 -0.11 0.310
O -2.048 1.501 -2.402 1.41 0.51 0.66 -0.576
H -2.340 0.609 -2.225 -0.77 0.02 -0.65 0.285
H -2.586 2.041 -2.978 -0.61 -0.61 -0.18 0.292
O -2.608 -1.235 0.088 -0.11 -0.72 -0.18 -0.620
H 1.946 2.338 -1.880 0.69 0.16 0.45 0.281
H -2.149 -0.414 -0.022 0.33 0.90 0.14 0.328
O 0.823 -3.227 -0.866 0.13 1.77 0.55 -0.650
H -0.103 -3.157 -0.610 -0.15 -0.92 -0.23 0.317
H -3.475 -1.087 -0.303 -0.11 -0.10 0.10 0.297
O -1.395 2.377 0.353 0.06 -0.35 0.10 -0.551
H 1.094 -4.071 -1.193 -0.28 -0.89 -0.32 0.288
H -1.862 3.087 -0.090 0.09 -0.25 -0.63 0.282
O -0.145 0.127 1.490 -1.35 0.84 1.88 -0.508
H -0.370 1.080 1.695 0.47 -0.23 -0.68 0.226
H 1.043 -1.535 -0.885 0.28 0.01 -0.16 0.460
O -1.015 2.797 2.742 0.52 -0.93 1.30 -0.628
H 0.402 -0.828 0.426 0.29 1.51 -1.34 0.451
O 1.518 1.508 -2.085 -0.59 0.58 -0.56 -0.520
H 0.890 1.849 -2.739 -0.25 -0.58 -0.01 0.287
H -0.759 -0.246 2.145 0.25 -0.63 -0.11 0.318
H -0.195 3.290 2.717 -0.13 0.46 -0.04 0.320
H -1.730 3.330 2.408 0.02 0.30 -0.23 0.292
```
Forces are in eV/Å.



# 2
Entry from the Open Molecules 2025 dataset: a cluster of 3 separate species, C19H35BF2NO6S in total (ωB97M-V with the def2-TZVPD basis set).

The molecular weight comes out at 454.365 g/mol. The HOMO energy is -5.588 eV. The total charge is -1.

```
65
Properties=species:S:1:pos:R:3:forces:R:3:mulliken_charge:R:1
C -1.052 -3.233 2.563 0.03 -0.11 -0.03 -1.417
C -1.597 -1.945 1.938 0.06 -0.06 0.06 -0.593
C -0.600 -0.808 1.765 0.05 0.14 0.16 -0.280
F -0.346 -0.338 3.071 -0.04 -0.04 -0.20 -0.398
C 0.756 -1.089 1.099 0.20 0.27 -0.02 0.934
S 1.704 0.621 1.206 0.25 -0.25 0.14 1.273
O 2.030 0.999 2.542 -0.01 0.03 -0.12 -0.695
O 2.702 0.738 0.185 -0.14 0.05 0.09 -0.570
F 0.539 1.645 0.743 -0.06 0.04 -0.02 -0.301
O 1.570 -1.950 1.735 -0.43 -0.16 -0.22 -0.917
B 2.203 -2.877 0.655 -0.13 0.01 0.15 1.630
C 3.736 -3.153 1.028 -0.08 -0.01 -0.03 0.406
C 4.103 -4.107 1.973 0.00 -0.04 -0.01 -0.542
C 5.437 -4.294 2.290 -0.03 -0.17 0.21 -0.262
N 6.439 -3.612 1.739 0.12 -0.01 0.00 -0.697
C 6.094 -2.699 0.832 -0.01 0.06 -0.05 -0.283
C 4.785 -2.441 0.458 0.08 0.22 -0.19 -0.397
O 2.032 -2.063 -0.557 0.01 -0.08 0.01 -0.787
C 0.804 -1.418 -0.436 -0.03 0.12 0.07 0.496
C -0.334 -2.282 -0.999 0.13 0.02 -0.17 -1.729
H -1.816 -3.706 3.188 0.02 0.02 -0.08 0.464
H -0.743 -3.963 1.809 0.06 0.16 0.05 0.200
H -0.178 -3.027 3.181 -0.10 0.01 -0.02 0.214
H -2.095 -2.130 0.985 -0.01 -0.04 0.03 0.549
H -2.359 -1.523 2.602 0.10 -0.01 -0.07 0.348
H -1.083 0.018 1.233 0.00 -0.11 0.00 0.289
H 1.542 -3.922 0.621 0.05 0.02 0.08 -0.374
H 3.344 -4.711 2.462 0.03 0.02 -0.02 0.283
H 5.716 -5.038 3.037 0.02 0.07 -0.08 0.337
H 6.910 -2.138 0.380 -0.03 -0.05 0.05 0.342
H 4.574 -1.670 -0.279 -0.01 -0.07 0.06 0.309
H 0.826 -0.478 -0.999 0.04 -0.10 -0.05 0.039
H -0.731 -3.005 -0.293 0.04 -0.05 0.04 0.295
H 0.109 -2.850 -1.822 -0.08 0.12 0.05 0.404
H -1.142 -1.669 -1.407 -0.07 -0.03 0.17 0.342
C 1.823 2.897 -2.172 -0.14 0.05 -0.07 -0.848
C 1.906 2.684 -3.671 0.07 0.00 0.04 -0.481
O 0.649 2.472 -4.302 0.01 0.01 -0.06 -0.445
C -0.300 3.505 -4.137 -0.06 -0.01 0.03 -0.219
C 0.139 4.850 -4.695 0.05 -0.02 -0.01 -1.090
H 1.295 2.075 -1.693 0.04 -0.01 0.01 0.171
H 2.823 2.945 -1.743 0.01 -0.05 0.01 0.430
H 1.307 3.826 -1.920 0.04 0.01 0.01 0.291
H 2.477 1.781 -3.886 -0.01 -0.01 0.01 0.352
H 2.433 3.519 -4.150 -0.02 0.01 -0.01 0.316
H -0.581 3.609 -3.083 0.02 0.00 0.00 0.225
H -1.186 3.158 -4.671 0.00 0.00 0.00 0.363
H 0.984 5.264 -4.144 -0.01 0.00 0.02 0.274
H -0.682 5.564 -4.628 -0.01 0.00 -0.01 0.400
H 0.431 4.752 -5.743 -0.01 0.01 0.00 0.272
C -5.023 2.918 0.087 0.02 0.01 0.05 -1.125
C -4.267 1.628 -0.186 -0.02 -0.01 -0.05 -0.392
O -3.286 1.319 0.783 0.03 0.00 0.00 -0.264
C -3.754 1.125 2.107 0.03 -0.03 0.07 -0.294
C -4.742 -0.021 2.246 -0.04 -0.02 -0.09 -1.219
H -4.326 3.747 0.215 0.00 0.00 -0.01 0.300
H -5.684 3.143 -0.752 0.01 0.00 -0.01 0.397
H -5.640 2.850 0.984 -0.01 -0.01 -0.01 0.272
H -3.713 1.716 -1.121 0.00 0.00 0.00 0.335
H -4.970 0.794 -0.307 -0.01 0.00 0.02 0.319
H -4.177 2.051 2.513 -0.01 0.01 -0.04 0.377
H -2.854 0.907 2.684 -0.01 0.01 0.02 0.312
H -5.693 0.172 1.745 0.01 0.08 0.02 0.379
H -4.956 -0.201 3.300 0.03 -0.01 0.01 0.395
H -4.315 -0.928 1.818 -0.04 -0.03 0.02 0.285
```
Forces are in eV/Å.



# 3
Entry from the Open Molecules 2025 dataset: a structure of composition C19H34BeN6O7 in a non-equilibrium geometry (ωB97M-V with the def2-TZVPD basis set).

The molecular weight comes out at 467.528 g/mol. The HOMO energy (alpha / beta) is -7.193 / -7.194 eV.

```
67
Properties=species:S:1:pos:R:3:forces:R:3:mulliken_charge:R:1
O 2.769 -1.073 1.160 -2.30 -3.45 1.22 -0.624
H 2.977 -1.977 0.857 -0.40 0.52 0.22 0.324
Be -1.101 -0.642 0.462 -1.37 -0.74 -0.40 -1.044
N 1.417 -0.338 -1.507 -0.34 0.87 -0.78 0.465
N 2.460 1.345 0.355 -0.93 -0.49 0.45 0.682
N -1.367 -2.103 -0.416 -1.95 -1.47 -0.06 1.007
N -2.604 -0.966 1.322 -1.34 -1.26 -0.04 0.922
O 0.925 -1.100 -2.422 0.54 1.02 0.60 -0.807
O -0.496 -2.824 -1.182 0.64 0.46 -0.73 -0.646
O -3.083 -0.190 2.203 0.01 -0.07 -0.09 -0.830
O 1.826 1.526 1.589 0.04 0.64 -0.30 -0.566
C 1.858 1.832 -0.735 -0.39 -1.29 0.31 0.513
C 1.627 0.963 -1.858 0.58 -0.43 0.55 0.131
C -2.526 -2.725 -0.133 2.80 1.02 -0.75 0.294
C -3.251 -2.080 0.902 0.32 2.15 1.15 0.326
C 1.438 1.492 -3.238 0.04 0.01 -0.38 -1.420
H 2.261 2.177 -3.489 -0.30 -0.12 -0.01 0.388
H 0.485 2.033 -3.357 0.24 -0.16 -0.02 0.194
H 1.448 0.652 -3.942 -0.05 0.22 0.12 0.391
C 1.265 3.198 -0.694 -0.63 0.30 0.00 -1.428
H 2.039 3.958 -0.890 -0.11 -0.28 0.06 0.414
H 0.807 3.430 0.277 0.27 -0.09 -0.19 0.405
H 0.487 3.295 -1.460 0.22 0.05 0.15 0.220
C -2.969 -3.986 -0.788 0.07 -0.28 -0.17 -1.619
C -4.539 -2.556 1.466 -0.27 -0.14 -0.03 -1.590
H -2.343 -4.209 -1.657 -0.09 0.06 0.25 0.376
H -4.016 -3.907 -1.114 0.22 0.07 0.18 0.361
H -2.914 -4.835 -0.090 0.02 0.23 -0.14 0.324
H -4.870 -1.891 2.269 0.13 -0.09 -0.19 0.363
H -4.432 -3.574 1.865 -0.09 0.19 -0.02 0.332
H -5.315 -2.593 0.689 0.04 0.02 0.20 0.321
H 0.113 -2.121 -1.639 -0.35 -0.82 0.23 0.430
H 1.055 0.867 1.566 0.53 0.21 -0.22 0.566
C 3.733 0.637 0.434 2.10 2.63 -2.11 -0.960
H 4.004 0.431 1.463 -0.09 0.11 -0.39 0.267
H 4.438 1.396 0.050 0.23 0.15 0.16 0.392
H 3.808 -0.179 -0.280 0.12 0.22 0.40 0.277
O 0.070 -0.434 1.347 1.20 0.24 1.69 -0.065
H 1.781 -0.984 1.112 0.59 -0.45 -0.01 0.329
H -0.085 -0.711 2.268 0.03 0.10 -0.58 0.129
C -3.798 5.315 3.440 0.14 -0.12 0.26 -1.074
C -3.881 5.734 1.990 0.13 -0.11 -0.74 -0.723
N -3.713 4.626 1.023 0.73 0.10 0.35 0.179
C -4.828 3.687 0.858 -0.06 -0.56 -0.08 0.077
C -6.196 4.307 1.114 -0.06 -0.21 -0.11 -1.620
C -2.422 4.215 0.776 -0.13 0.85 0.51 -0.394
O -1.436 4.775 1.258 -0.73 -0.58 -0.54 -0.664
C -2.265 3.041 -0.154 0.13 0.27 0.00 -0.266
C -2.613 3.110 -1.505 0.10 -0.36 0.29 0.181
C -2.373 1.992 -2.297 0.01 -0.04 -0.01 -1.428
C -1.842 0.846 -1.708 -0.13 0.04 0.14 0.113
N -1.542 0.783 -0.403 0.12 0.94 -0.24 0.596
C -1.699 1.890 0.361 -0.12 -0.55 -0.45 -0.049
H -4.590 4.604 3.703 0.18 0.08 0.00 0.267
H -3.908 6.203 4.068 -0.02 -0.14 0.01 0.381
H -2.819 4.869 3.651 -0.23 0.03 -0.01 0.319
H -4.861 6.164 1.766 0.31 0.21 0.11 0.451
H -3.092 6.459 1.765 -0.28 -0.09 0.03 0.373
H -4.798 3.293 -0.168 -0.10 0.13 0.31 0.328
H -4.688 2.812 1.523 -0.09 0.30 -0.19 0.223
H -6.360 5.203 0.507 0.02 -0.11 0.12 0.365
H -6.949 3.569 0.824 0.05 0.11 0.07 0.434
H -6.356 4.540 2.173 0.03 0.04 -0.25 0.333
H -3.067 4.023 -1.893 0.14 -0.26 -0.02 0.573
H -2.608 1.971 -3.359 0.06 0.09 0.24 0.497
H -1.658 -0.059 -2.290 -0.03 0.22 0.19 0.421
H -1.392 1.826 1.406 -0.14 -0.11 -0.31 0.564
```
Forces are in eV/Å.



# 4
Entry from the Open Molecules 2025 dataset: a cluster of 11 separate species, C5H28O12 in total in a non-equilibrium geometry (ωB97M-V with the def2-TZVPD basis set).

The molecular weight comes out at 280.267 g/mol. The HOMO energy is -10.272 eV.

```
45
Properties=species:S:1:pos:R:3:forces:R:3:mulliken_charge:R:1
O 0.900 -2.555 -1.567 0.36 0.02 -0.02 -0.392
C 0.508 -1.636 -2.232 -0.22 -0.56 0.57 -0.542
C 0.014 -0.326 -1.630 -0.83 -0.97 -1.33 1.631
C -1.117 0.207 -2.525 0.56 1.07 -0.78 -0.763
C -1.250 1.741 -2.508 -1.07 0.31 0.19 -0.616
C -1.680 2.258 -1.135 0.79 0.57 -1.31 -0.122
O -0.928 2.431 -0.207 -0.27 -0.19 0.05 -0.547
H 0.464 -1.787 -3.326 -0.02 0.48 -0.13 0.322
H -0.380 -0.566 -0.646 0.56 0.19 0.36 -0.777
H 0.892 0.318 -1.656 -0.12 0.39 0.40 0.016
H -0.879 -0.048 -3.562 -0.03 -0.09 0.01 0.474
H -2.106 -0.213 -2.351 0.10 -0.33 0.39 0.211
H -0.403 2.280 -2.937 0.49 -0.26 0.57 0.346
H -2.077 2.070 -3.148 -0.02 -0.45 -0.16 0.376
H -2.736 2.565 -1.146 -0.07 -0.04 0.74 0.332
H 1.697 -0.496 1.048 -0.40 -0.05 0.13 0.208
H 2.802 -1.253 1.577 0.01 -0.34 0.61 0.330
O 1.838 -1.244 1.652 0.24 0.46 -0.70 -0.634
H -1.423 -2.366 2.579 -0.08 -0.19 -0.08 0.281
H -0.612 -1.928 1.376 -0.42 -0.52 -0.05 0.235
O -1.529 -2.053 1.674 -0.17 1.02 0.36 -0.628
H 3.369 1.526 0.281 0.49 -0.20 -0.03 0.307
H 3.702 0.224 -0.641 0.48 0.40 0.38 0.251
O 3.037 0.807 -0.265 -0.82 -0.44 -0.52 -0.525
H 2.542 1.260 2.265 0.02 0.03 0.26 0.327
H 2.345 0.550 3.581 0.09 -0.14 0.04 0.309
O 3.042 0.823 2.977 0.10 0.38 -0.06 -0.624
H -2.142 0.050 0.284 -0.17 -0.21 0.42 0.279
H -3.636 -0.178 0.639 0.29 -0.12 -0.05 0.271
O -2.949 0.496 0.565 -0.47 0.14 -0.49 -0.609
H -2.267 -2.875 0.253 0.25 -0.72 -0.29 0.334
H -2.646 -2.522 -1.154 -0.10 -0.29 -0.27 0.282
O -2.387 -3.290 -0.632 -0.20 0.89 0.34 -0.620
H 0.790 2.036 0.503 -0.06 0.25 0.27 0.482
H 1.028 3.007 1.668 -0.09 -0.02 -0.05 0.258
O 1.474 2.359 1.113 0.14 -0.05 -0.02 -0.627
H 0.924 -3.605 0.177 -0.29 -0.05 0.05 0.322
H 0.965 -2.777 1.434 0.25 -0.59 -0.20 0.492
O 0.511 -3.554 1.050 0.60 0.09 0.19 -0.623
H -2.418 0.103 3.292 0.01 -0.01 -0.17 0.287
H -2.908 1.265 2.432 0.31 -0.20 0.01 0.331
O -2.421 1.062 3.241 -0.08 0.27 0.37 -0.624
H 2.871 2.283 -1.988 -0.01 0.07 -0.18 0.345
H 1.558 2.744 -1.484 -0.07 0.28 -0.07 0.299
O 2.127 2.837 -2.260 -0.04 -0.27 0.24 -0.665
```
Forces are in eV/Å.



# 5
Entry from the Open Molecules 2025 dataset: an isolated molecule of CHCl3S in a non-equilibrium geometry (ωB97M-V with the def2-TZVPD basis set).

The molecular weight comes out at 151.445 g/mol. The HOMO energy is -9.760 eV.

```
6
Properties=species:S:1:pos:R:3:forces:R:3:mulliken_charge:R:1
C -0.453 0.118 0.256 2.67 -1.76 -0.32 0.211
S 1.448 -0.885 -0.129 -2.34 1.33 0.42 -0.130
Cl -0.717 1.365 -0.909 0.02 0.18 -0.20 -0.090
Cl -0.291 0.733 1.872 -0.15 0.16 0.20 -0.076
Cl -1.642 -1.152 0.153 -0.23 0.04 0.02 -0.071
H 1.655 -0.180 -1.244 0.03 0.05 -0.11 0.156
```
Forces are in eV/Å.



# 6
Entry from the Open Molecules 2025 dataset: an isolated molecule of CHClF2O in a non-equilibrium geometry (ωB97M-V with the def2-TZVPD basis set).

The molecular weight comes out at 102.467 g/mol. The HOMO energy is -11.499 eV.

```
6
Properties=species:S:1:pos:R:3:forces:R:3:mulliken_charge:R:1
C 0.226 0.092 -0.169 -2.55 -0.02 -4.95 0.630
O 0.226 -0.146 1.059 -0.92 -2.08 4.07 -0.368
F -0.299 -1.064 -0.859 0.63 1.90 0.63 -0.271
F 1.385 0.362 -0.705 0.17 0.29 0.22 -0.164
Cl -0.999 1.546 -0.540 1.22 -1.36 -0.03 -0.207
H -0.540 -0.790 1.214 1.46 1.28 0.07 0.380
```
Forces are in eV/Å.